Record 1
{
  "formula": "Cl3O12Pb",
  "method": "wB97M-V/def2-TZVPD",
  "species": ["Pb", "Cl", "O", "O", "O", "O", "Cl", "O", "O", "O", "O", "Cl", "O", "O", "O", "O"],
  "positions_angstrom": [[4.332, 0.615, -5.185], [3.141, 0.098, 1.018], [3.606, 0.995, 0.056], [3.909, 0.375, 2.202], [1.758, 0.535, 1.102], [3.204, -1.278, 0.544], [-1.744, 4.268, -3.829], [-2.262, 3.546, -2.725], [-2.862, 4.236, -4.750], [-1.458, 5.549, -3.390], [-0.617, 3.614, -4.418], [-2.164, -4.505, 3.918], [-1.095, -4.810, 3.153], [-2.876, -3.809, 3.055], [-2.931, -5.742, 4.228], [-1.941, -3.686, 5.021]],
  "atomic_forces_ev_per_a": [[-0.28, 0.07, 0.38], [-1.35, -0.78, 1.04], [2.26, 1.87, -3.66], [-0.62, -1.22, 0.27], [-0.43, -0.94, 1.19], [0.27, 1.07, 0.88], [-2.29, -2.24, -0.84], [0.20, -1.58, 1.82], [0.31, 0.64, -1.07], [1.22, 3.18, 0.19], [0.71, -0.05, -0.20], [-2.36, -4.84, 5.61], [7.47, -2.75, -2.13], [-7.74, 6.21, -6.97], [1.32, 1.16, 0.64], [1.31, 0.20, 2.84]],
  "spin_multiplicity": 1,
  "charge": -1,
  "orbital_gap_ev": 1.35,
  "homo_energy_ev": -6.2
}

***

Record 2
{
  "formula": "C4H11NO",
  "method": "wB97M-V/def2-TZVPD",
  "species": ["N", "C", "O", "H", "H", "H", "C", "C", "C", "H", "H", "H", "H", "H", "H", "H", "H"],
  "positions_angstrom": [[-2.229, 1.097, 0.961], [-1.549, 1.829, 0.044], [-1.735, 1.729, -1.143], [-2.987, 0.549, 0.583], [-2.092, 1.162, 1.961], [-0.826, 2.537, 0.484], [0.532, -1.154, -1.401], [1.496, -0.458, -0.453], [1.179, -0.705, 1.016], [-0.492, -0.831, -1.209], [0.759, -0.906, -2.438], [0.569, -2.237, -1.276], [2.502, -0.835, -0.650], [1.525, 0.606, -0.683], [1.936, -0.255, 1.658], [1.208, -1.779, 1.214], [0.202, -0.348, 1.334]],
  "atomic_forces_ev_per_a": [[-0.16, -0.05, 0.08], [-0.01, 0.09, 0.35], [0.06, 0.10, -0.26], [0.07, -0.13, 0.27], [-0.03, 0.10, -0.42], [0.07, -0.10, -0.02], [-0.16, 0.17, 0.05], [0.03, -0.15, -0.08], [0.34, -0.23, 0.07], [-0.06, 0.00, -0.03], [0.00, -0.10, -0.01], [0.03, -0.04, -0.03], [0.09, 0.06, 0.01], [-0.07, 0.14, 0.08], [-0.02, 0.09, 0.06], [-0.06, -0.05, 0.04], [-0.12, 0.12, -0.16]],
  "spin_multiplicity": 1,
  "orbital_gap_ev": 11.11,
  "homo_energy_ev": -10.2
}

***

Record 3
{
  "formula": "C6H7F2NO",
  "method": "wB97M-V/def2-TZVPD",
  "species": ["C", "C", "C", "C", "C", "C", "N", "O", "F", "F", "H", "H", "H", "H", "H", "H", "H"],
  "positions_angstrom": [[0.914, -0.677, -0.571], [1.665, -0.135, 0.326], [3.045, -0.190, 0.116], [-0.593, -0.691, -0.706], [-2.527, -0.212, 0.544], [-0.981, 1.528, 0.142], [-1.333, 0.275, 0.092], [3.571, -0.687, -0.875], [3.658, 0.478, 1.065], [-2.786, -1.550, 0.780], [1.412, -1.181, -1.305], [-0.891, -0.482, -1.726], [-1.154, -1.610, -0.472], [-3.113, 0.358, 1.296], [1.370, 0.585, 1.198], [-0.699, 2.056, -0.771], [-1.557, 2.134, 0.869]],
  "atomic_forces_ev_per_a": [[-3.91, -0.20, 0.41], [-1.83, 3.00, 3.81], [2.09, -1.48, -3.65], [-0.37, -0.11, -0.28], [-0.51, 0.67, 1.28], [-0.34, 2.80, 0.91], [-2.10, -2.28, 0.34], [0.02, 1.21, 2.76], [1.60, 0.23, 0.47], [1.14, 0.51, -0.25], [1.12, -1.44, -2.05], [0.33, 0.06, -0.52], [1.22, -0.30, -0.21], [0.60, 0.04, -0.95], [0.04, -1.78, -1.81], [0.51, -0.53, 0.25], [0.38, -0.40, -0.51]],
  "spin_multiplicity": 1,
  "orbital_gap_ev": 7.33,
  "homo_energy_ev": -7.3
}

***

Record 4
{
  "formula": "C21H52N12Yb",
  "method": "wB97M-V/def2-TZVPD",
  "species": ["Yb", "C", "N", "C", "C", "N", "C", "C", "N", "C", "C", "N", "C", "N", "C", "C", "N", "C", "C", "C", "C", "N", "C", "N", "C", "C", "N", "C", "C", "N", "C", "C", "H", "H", "H", "H", "H", "H", "H", "H", "H", "H", "H", "H", "H", "H", "H", "H", "H", "H", "H", "H", "H", "H", "H", "H", "H", "H", "H", "H", "H", "H", "H", "H", "H", "H", "H", "H", "H", "H", "H", "H", "H", "H", "H", "H", "H", "H", "H", "H", "N", "N", "H", "H", "H", "H"],
  "positions_angstrom": [[0.002, -0.700, 0.384], [-0.397, -2.623, 3.716], [-1.314, -1.504, 3.461], [-2.668, -1.743, 3.974], [-0.783, -0.209, 3.545], [-0.028, 0.135, 2.521], [0.841, 1.320, 2.494], [0.356, 2.332, 1.464], [0.074, 1.729, 0.128], [-1.231, 2.205, -0.388], [-2.372, 1.392, 0.182], [-2.190, -0.020, -0.211], [-3.221, -0.624, -0.811], [-4.493, -0.313, -0.545], [-5.573, -0.423, -1.537], [-4.927, 0.116, 0.787], [-2.975, -1.556, -1.773], [-1.790, -1.439, -2.624], [-3.720, -2.816, -1.848], [1.131, 2.020, -0.866], [2.461, 1.487, -0.416], [2.361, 0.057, -0.078], [3.502, -0.598, 0.103], [3.485, -1.984, 0.055], [3.743, -2.676, 1.321], [2.505, -2.596, -0.786], [4.711, -0.060, 0.312], [5.966, -0.782, -0.008], [4.938, 1.204, 1.032], [-1.083, 0.553, 4.597], [-1.303, -0.030, 5.932], [-1.284, 2.011, 4.547], [-0.189, -2.756, 4.782], [-0.863, -3.546, 3.367], [0.551, -2.472, 3.204], [-3.131, -2.522, 3.367], [-2.685, -2.079, 5.012], [-3.269, -0.838, 3.885], [0.931, 1.812, 3.457], [1.838, 0.977, 2.226], [-0.563, 2.785, 1.826], [1.090, 3.133, 1.378], [-1.388, 3.261, -0.158], [-1.241, 2.096, -1.470], [-2.413, 1.498, 1.269], [-3.287, 1.808, -0.236], [-5.169, -0.596, -2.529], [-6.272, -1.220, -1.280], [-6.127, 0.515, -1.547], [-4.119, -0.005, 1.506], [-5.263, 1.154, 0.783], [-5.766, -0.506, 1.098], [-1.401, -0.428, -2.568], [-1.021, -2.169, -2.373], [-2.076, -1.615, -3.662], [-4.761, -2.688, -1.571], [-3.688, -3.197, -2.867], [-3.292, -3.575, -1.188], [0.850, 1.544, -1.805], [1.212, 3.094, -1.040], [3.174, 1.629, -1.228], [2.807, 2.082, 0.423], [4.526, -2.168, 1.880], [2.841, -2.708, 1.948], [4.071, -3.697, 1.132], [2.487, -2.132, -1.768], [2.749, -3.650, -0.908], [1.494, -2.549, -0.368], [5.777, -1.613, -0.671], [6.640, -0.083, -0.499], [6.451, -1.144, 0.901], [4.178, 1.363, 1.793], [5.894, 1.121, 1.543], [4.993, 2.064, 0.366], [-0.984, -1.067, 5.967], [-0.697, 0.528, 6.645], [-2.347, 0.048, 6.233], [-1.448, 2.344, 3.527], [-2.179, 2.242, 5.122], [-0.453, 2.558, 4.993], [-0.522, -3.946, -0.833], [-0.659, -3.332, 0.457], [-1.172, -4.718, -0.912], [0.404, -4.343, -0.891], [-0.351, -3.963, 1.184], [-1.655, -3.225, 0.609]],
  "atomic_forces_ev_per_a": [[-0.16, 0.35, 0.26], [-0.10, 0.01, -0.04], [0.15, -0.06, 0.10], [0.00, 0.03, -0.04], [0.06, -0.25, -0.02], [0.05, 0.04, -0.93], [-0.05, -0.09, 0.13], [-0.01, -0.01, 0.04], [-0.14, -0.31, 0.04], [-0.17, 0.01, 0.14], [0.06, -0.15, -0.15], [0.86, -0.08, 0.27], [0.11, -0.14, -0.33], [-0.40, -0.06, 0.15], [0.03, 0.06, 0.17], [-0.03, -0.03, -0.09], [0.28, -0.02, 0.14], [-0.23, -0.08, -0.07], [-0.05, 0.17, -0.07], [0.09, -0.08, 0.09], [0.09, -0.21, -0.03], [-0.61, -0.14, 0.21], [0.06, -0.07, -0.03], [0.04, 0.07, 0.16], [0.20, 0.01, -0.15], [0.23, -0.02, -0.25], [0.24, 0.11, 0.14], [-0.19, 0.14, 0.15], [0.06, -0.14, -0.08], [-0.27, 0.25, 0.19], [-0.05, 0.11, -0.08], [0.11, -0.20, 0.08], [-0.02, 0.00, 0.01], [0.03, 0.01, -0.01], [0.06, 0.03, -0.03], [0.01, 0.00, 0.00], [0.00, -0.01, 0.01], [0.06, -0.03, 0.01], [-0.01, -0.01, 0.15], [0.14, -0.02, 0.03], [-0.04, 0.05, -0.08], [0.00, 0.11, -0.10], [0.16, 0.11, -0.04], [0.06, 0.00, -0.11], [-0.07, 0.05, 0.06], [-0.13, -0.07, 0.09], [0.06, 0.01, 0.00], [0.01, -0.02, 0.02], [0.01, 0.03, 0.02], [-0.02, -0.01, -0.07], [0.03, -0.01, 0.00], [-0.01, -0.02, -0.02], [0.03, 0.14, 0.01], [0.09, -0.08, 0.09], [-0.02, -0.04, 0.00], [0.03, 0.01, 0.01], [0.00, 0.03, -0.02], [0.07, 0.00, -0.02], [-0.12, -0.01, -0.13], [-0.06, 0.12, -0.08], [0.12, 0.03, -0.01], [0.03, 0.07, 0.05], [-0.03, 0.00, -0.04], [-0.05, 0.00, 0.00], [0.00, 0.02, -0.03], [0.02, 0.03, -0.06], [-0.05, -0.05, 0.00], [-0.42, -0.14, 0.20], [-0.09, -0.06, -0.07], [-0.02, 0.04, 0.00], [-0.05, 0.01, 0.00], [-0.04, -0.03, -0.01], [0.03, -0.04, 0.03], [0.01, -0.01, -0.01], [0.01, 0.05, -0.04], [0.02, 0.03, -0.01], [0.00, 0.00, -0.03], [0.01, -0.07, 0.01], [-0.04, -0.03, 0.01], [0.01, -0.04, -0.02], [-0.01, 0.06, -0.32], [-0.04, 0.88, 0.11], [-0.05, -0.23, -0.03], [0.18, -0.06, -0.09], [0.13, -0.13, 0.38], [-0.24, 0.09, 0.08]],
  "spin_multiplicity": 2,
  "charge": 3,
  "orbital_gap_ev": [9.46, 7.70],
  "homo_energy_ev": [-17.0, -17.0]
}

***

Record 5
{
  "formula": "C25H52BF22N6O13PS2",
  "method": "wB97M-V/def2-TZVPD",
  "species": ["C", "F", "F", "F", "S", "O", "O", "N", "S", "O", "O", "C", "F", "F", "F", "C", "C", "O", "N", "H", "H", "C", "H", "H", "H", "H", "H", "H", "C", "C", "O", "N", "H", "H", "C", "H", "H", "H", "H", "H", "H", "C", "C", "O", "N", "H", "H", "C", "H", "H", "H", "H", "H", "H", "C", "C", "O", "N", "H", "H", "C", "H", "H", "H", "H", "H", "H", "C", "C", "O", "N", "H", "H", "C", "H", "H", "H", "H", "H", "H", "C", "O", "O", "C", "F", "F", "F", "C", "C", "H", "H", "H", "H", "H", "H", "C", "O", "O", "C", "F", "F", "F", "C", "C", "H", "H", "H", "H", "H", "H", "P", "F", "F", "F", "F", "F", "F", "B", "F", "F", "F", "F"],
  "positions_angstrom": [[-3.444, 2.186, -0.913], [-3.199, 2.715, 0.276], [-4.746, 1.957, -1.050], [-3.023, 3.114, -1.832], [-2.425, 0.572, -1.138], [-3.204, -0.402, -0.349], [-2.366, 0.292, -2.540], [-0.927, 1.097, -0.455], [-0.530, -0.032, 0.461], [-1.051, 0.089, 1.803], [-0.547, -1.358, -0.159], [1.468, 0.182, 0.626], [2.161, 0.059, -0.489], [1.746, 1.463, 0.980], [1.859, -0.633, 1.628], [-2.205, -6.311, -3.843], [-3.082, -5.789, -2.694], [-4.251, -6.000, -2.591], [-2.269, -4.971, -1.678], [-2.360, -5.402, -0.769], [-1.294, -5.026, -1.936], [-2.768, -3.583, -1.563], [-1.931, -7.363, -3.765], [-1.352, -5.658, -4.032], [-2.843, -6.372, -4.724], [-3.721, -3.452, -2.074], [-2.238, -2.807, -2.116], [-2.933, -3.436, -0.495], [1.098, -2.068, -3.113], [0.584, -2.941, -4.227], [-0.608, -3.313, -4.268], [1.606, -2.952, -5.410], [1.278, -2.230, -6.036], [2.483, -2.542, -5.122], [1.715, -4.296, -6.079], [2.187, -2.023, -3.100], [0.792, -2.402, -2.122], [0.610, -1.094, -3.139], [0.699, -4.600, -6.333], [2.034, -5.085, -5.398], [2.344, -4.104, -6.948], [-1.301, 3.834, 7.221], [-1.692, 3.076, 5.938], [-1.367, 3.511, 4.828], [-2.142, 1.618, 6.063], [-1.425, 0.955, 6.323], [-2.731, 1.543, 6.881], [-2.746, 1.061, 4.789], [-0.236, 4.063, 7.225], [-1.405, 3.163, 8.074], [-1.954, 4.706, 7.188], [-3.694, 1.557, 4.581], [-3.069, 0.043, 5.004], [-1.998, 1.051, 3.995], [5.152, 0.109, 0.977], [5.077, 0.714, -0.384], [4.275, 1.593, -0.737], [5.807, -0.053, -1.486], [6.607, 0.530, -1.689], [6.300, -0.927, -1.370], [4.955, -0.348, -2.698], [6.150, 0.025, 1.407], [4.819, -0.927, 0.914], [4.502, 0.676, 1.643], [5.666, -0.383, -3.523], [4.212, 0.417, -2.927], [4.648, -1.360, -2.435], [0.754, 3.247, -2.087], [0.924, 3.786, -0.699], [2.057, 4.105, -0.234], [-0.292, 3.953, 0.143], [-0.721, 4.743, -0.319], [-0.857, 3.128, 0.003], [-0.024, 4.230, 1.578], [-0.179, 3.298, -2.648], [0.838, 2.168, -1.963], [1.663, 3.587, -2.583], [0.379, 5.231, 1.733], [0.447, 3.400, 2.106], [-1.005, 4.304, 2.047], [7.287, -3.310, -0.553], [5.906, -3.168, -0.206], [7.522, -2.266, -1.462], [8.187, -3.394, 0.787], [9.500, -3.660, 0.480], [8.075, -2.342, 1.625], [7.980, -4.526, 1.568], [4.847, -3.752, -0.918], [3.597, -3.427, -0.127], [2.805, -4.156, -0.297], [3.857, -3.540, 0.925], [3.175, -2.435, -0.289], [4.967, -4.836, -0.904], [4.587, -3.350, -1.897], [7.482, -4.157, -1.210], [-8.501, 2.005, 0.559], [-7.830, 1.191, 1.531], [-9.819, 2.041, 1.036], [-7.634, 3.159, 0.032], [-6.413, 3.164, 0.462], [-7.533, 3.220, -1.271], [-8.091, 4.357, 0.309], [-6.586, 0.496, 1.157], [-6.297, -0.825, 1.886], [-7.096, -1.562, 1.967], [-5.459, -1.236, 1.323], [-5.958, -0.620, 2.902], [-5.709, 1.113, 1.354], [-6.513, 0.315, 0.085], [-8.666, 1.348, -0.294], [2.045, 2.051, 4.452], [0.556, 1.868, 3.692], [2.623, 2.973, 3.212], [1.407, 3.440, 5.030], [3.332, 2.464, 5.349], [1.367, 1.265, 5.743], [2.692, 0.630, 3.980], [-1.486, 6.898, -1.609], [-1.009, 7.023, -0.393], [-2.737, 7.431, -1.686], [-0.718, 7.696, -2.504], [-1.483, 5.505, -1.982]],
  "atomic_forces_ev_per_a": [[0.32, 1.02, -1.20], [-0.04, -0.33, 0.34], [1.39, -0.19, -0.21], [-0.49, -1.36, 0.74], [-2.13, 0.36, 1.35], [1.59, 1.41, -0.72], [0.85, 0.20, -0.31], [-3.16, 1.00, -3.17], [3.66, -3.26, 3.42], [0.47, -0.24, -0.68], [-0.12, 0.17, -0.04], [-2.09, 2.24, 1.92], [0.01, -1.73, -0.78], [-0.52, -0.67, 0.43], [0.01, 0.32, -1.53], [-0.82, 0.33, -0.03], [-0.34, -1.79, -1.66], [1.70, 0.91, 0.74], [-0.71, -0.44, -0.77], [-0.13, -0.33, 0.40], [0.38, 0.16, -0.10], [-1.40, 1.53, 0.17], [0.30, 0.06, 0.78], [-0.01, -0.19, -0.02], [-0.08, 0.51, -0.05], [-0.40, -0.79, 0.33], [1.08, -0.36, 0.70], [0.31, 0.84, -0.34], [0.32, -0.73, 0.19], [-3.01, 1.03, 2.04], [4.25, 0.15, -1.28], [-1.56, -0.93, 0.61], [-0.64, 0.11, -0.94], [0.56, -0.44, 0.66], [-0.51, 0.44, -0.28], [-0.04, 0.37, -0.02], [-0.17, -0.38, 0.01], [0.10, 0.37, -0.41], [0.06, 0.35, -0.43], [0.67, 0.53, 0.08], [-0.05, -0.72, 0.05], [-0.86, -1.58, -0.67], [4.34, 2.32, -3.35], [-2.51, -2.08, 3.78], [-0.66, 0.07, -0.79], [1.48, 0.29, -0.15], [-0.96, 0.16, 0.06], [-0.83, -0.55, 0.48], [-0.10, 0.27, -0.72], [-0.61, 0.38, 0.33], [0.28, 0.11, 0.66], [0.48, 0.53, -0.30], [0.41, -0.15, 0.10], [-0.12, 0.37, 0.09], [0.19, 0.35, 0.16], [-3.64, 1.39, -0.34], [3.58, -2.86, 0.72], [-1.15, 2.56, -0.96], [0.29, 0.62, -0.59], [1.44, -2.65, 1.68], [1.33, 0.14, 0.23], [0.18, 0.21, -0.23], [-0.14, -0.13, -0.21], [0.07, -0.01, -0.03], [-0.17, -0.27, -0.08], [-0.08, -0.23, 0.58], [-0.72, 0.19, -0.62], [0.53, -0.77, 0.37], [4.83, 1.45, 1.45], [-5.28, -1.34, -1.80], [2.00, 0.06, 0.10], [-1.16, 1.00, -0.46], [-0.51, -0.50, 0.03], [-1.37, 0.27, 0.97], [-0.01, 1.02, 0.34], [0.37, -0.29, 0.15], [-0.42, 0.04, -0.44], [0.61, -0.45, -0.38], [0.55, 0.30, -0.52], [-0.25, -0.08, -0.15], [-0.04, 2.46, -3.15], [-0.28, -0.10, 1.38], [0.13, -0.05, 1.89], [0.60, -1.81, 0.21], [-0.80, 1.72, -0.55], [0.24, -0.46, -0.96], [-1.46, 0.92, -0.55], [-0.31, -0.15, 1.08], [-0.25, -0.47, 0.96], [-0.11, -0.06, -0.28], [-0.17, 0.22, 0.12], [0.21, 0.12, -0.05], [0.09, -0.13, -0.58], [1.09, -0.12, -0.78], [-0.04, -1.16, 0.99], [-4.05, -3.20, 0.81], [2.94, -1.12, 0.43], [2.71, 2.08, -0.99], [-1.90, 1.11, 0.78], [2.78, -0.60, 1.52], [-0.10, -1.31, -2.82], [-1.43, 1.88, 1.43], [-0.97, 0.59, 0.21], [-0.20, 0.60, 0.09], [-0.19, 0.21, -0.34], [0.12, -0.31, 0.15], [0.02, -0.03, 0.12], [-0.02, 0.35, 0.19], [-0.56, -0.02, -0.30], [0.80, -0.23, -1.07], [-0.62, 2.15, 1.23], [1.58, -0.87, -0.33], [-0.28, -1.90, 0.22], [-0.71, 0.33, 0.31], [0.26, -1.28, -0.53], [0.12, -0.11, -0.23], [-0.62, 1.53, -0.37], [-0.66, 1.34, -3.44], [1.70, -0.46, 3.74], [-1.66, -0.25, 0.05], [0.59, -0.85, -0.18], [0.36, -0.27, 0.15]],
  "spin_multiplicity": 1,
  "orbital_gap_ev": 1.16,
  "homo_energy_ev": -5.0
}